ORCA calculation (wB97M-V/def2-TZVPD) on 2 unconnected molecules or ions with the total composition C4H6O2 in a non-equilibrium geometry.

Each atom is followed by the atoms it is bonded to, with distances in Å.
Cartesian coordinates (Å):
1 O 1.97 -0.38 0.41  C4 1.158
2 O -1.19 2.43 2.12  C3 1.209
3 C -0.25 1.72 1.85  O2 1.209, C6 1.462, H11 1.110
4 C 1.00 0.26 0.45  O1 1.158, C6 1.327
5 C -0.20 -1.45 -1.61  H8 1.090, H9 1.091, H10 1.095, H12 1.091
6 C -0.09 1.01 0.58  C3 1.462, C4 1.327, H7 1.084
7 H -0.83 1.05 -0.21  C6 1.084
8 H -1.02 -1.53 -2.31  C5 1.090
9 H -0.60 -1.17 -0.63  C5 1.091
10 H 0.52 -0.70 -1.96  C5 1.095
11 H 0.58 1.55 2.57  C3 1.110
12 H 0.32 -2.41 -1.50  C5 1.091

Output
HOMO	-10.0220	eV
gap between HOMO and LUMO	10.43	eV
relative energy (zero: lowest compared OMol25 entry of this formula, charge and spin)	153.7	kJ/mol